# 1
61
Properties=species:S:1:pos:R:3:forces:R:3 method="wB97M-V/def2-TZVPD" total_charge=0 orbital_gap_ev="7.651 / 5.744" e_above_lowest_kcal_mol=12.1 homo_ha="-0.2730 / -0.2739" spin_multiplicity=6
Ru -0.7689 -1.9826 -0.1283 -0.31 0.08 -0.29
C 0.8463 -1.4386 -1.5686 -0.35 -0.02 0.60
Si 1.4915 0.1030 -0.7966 0.14 0.41 -0.24
C 0.5219 1.6624 -1.3156 -0.31 -0.31 -0.04
N -0.9198 1.6092 -1.5049 0.26 0.48 -0.14
C -1.5335 1.5497 -2.8208 0.09 -0.09 0.18
C -2.6967 2.5552 -2.8996 -0.02 -0.02 0.09
C -3.2992 2.7716 -1.5008 -0.01 -0.06 -0.02
C -3.2070 1.4816 -0.6844 0.02 0.10 -0.05
C -1.7307 1.1580 -0.4308 0.07 -0.21 0.01
C 3.2752 0.5529 -1.1969 0.14 -0.09 -0.08
C 3.6287 0.8456 -2.5202 0.04 0.00 0.02
C 4.9272 1.2011 -2.8593 -0.05 -0.01 0.03
C 5.9062 1.2681 -1.8748 -0.03 -0.01 0.02
C 5.5803 0.9753 -0.5579 -0.06 -0.01 -0.01
C 4.2769 0.6186 -0.2242 0.03 0.05 -0.09
C 1.4488 -0.1287 1.0656 0.13 -0.17 0.17
C 1.2794 0.9275 1.9652 -0.06 -0.11 0.08
C 1.3653 0.7195 3.3338 0.00 -0.06 0.01
C 1.6361 -0.5524 3.8343 -0.01 0.11 -0.06
C 1.8237 -1.6127 2.9612 0.04 0.04 -0.04
C 1.7295 -1.3979 1.5908 0.08 0.10 0.03
H 1.5246 -2.2926 -1.5609 0.00 -0.02 -0.04
H 0.3358 -1.3329 -2.5208 0.13 0.00 -0.08
H 0.9792 2.0070 -2.2478 -0.02 0.04 0.06
H 0.7765 2.4244 -0.5592 -0.06 0.05 -0.14
H -1.9131 0.5429 -3.0325 0.05 -0.07 -0.03
H -0.7767 1.7605 -3.5764 0.01 0.04 0.02
H -3.4560 2.1647 -3.5832 0.01 0.03 0.02
H -2.3531 3.5088 -3.3035 0.00 0.01 -0.01
H -4.3350 3.1096 -1.5763 0.04 -0.01 -0.01
H -2.7402 3.5523 -0.9784 -0.04 0.01 -0.01
H -3.6904 0.6692 -1.2335 0.00 0.01 0.01
H -3.7276 1.5752 0.2691 -0.02 -0.03 0.01
H -1.6433 0.0497 -0.2619 -0.03 0.20 -0.04
H -1.3777 1.5966 0.5093 -0.03 0.05 0.00
H 2.8769 0.7901 -3.3047 0.06 0.01 0.05
H 5.1767 1.4261 -3.8896 -0.01 -0.01 0.03
H 6.9208 1.5452 -2.1357 -0.04 -0.01 0.01
H 6.3414 1.0241 0.2125 -0.03 -0.01 -0.03
H 4.0406 0.3920 0.8104 0.01 0.01 -0.04
H 1.0804 1.9282 1.5984 0.00 -0.02 0.01
H 1.2336 1.5520 4.0142 -0.01 -0.02 0.01
H 1.7072 -0.7091 4.9046 0.03 0.02 -0.01
H 2.0561 -2.6010 3.3406 -0.03 0.01 -0.02
H 1.9130 -2.2339 0.9211 0.01 0.02 0.02
C -1.3738 -2.5144 4.0579 0.08 -0.06 0.18
S -2.2578 -1.3311 3.0711 0.05 0.28 -0.09
C -3.6023 -2.3943 2.5400 -0.07 -0.04 0.00
O -1.3665 -1.0279 1.8802 -0.10 -0.22 -0.20
H -1.1288 -3.3782 3.4404 0.03 0.00 0.03
H -2.0156 -2.7916 4.8975 0.05 0.00 -0.05
H -0.4704 -2.0207 4.4123 -0.09 -0.07 0.02
H -4.4907 -2.1217 3.1114 0.07 -0.04 0.00
H -3.3509 -3.4433 2.6843 0.00 0.02 -0.10
H -3.7643 -2.1858 1.4854 -0.08 0.00 -0.01
O -4.0650 -1.8085 -2.3969 0.16 -0.12 0.14
N -3.0470 -1.9161 -1.7618 -0.14 0.22 -0.08
O -3.0569 -2.1035 -0.4946 0.16 0.06 0.00
O -1.8999 -1.8124 -2.2729 -0.06 -0.15 0.13
I -0.6410 -4.4861 0.6629 0.08 -0.34 0.05



# 2
92
Properties=species:S:1:pos:R:3:forces:R:3 method="wB97M-V/def2-TZVPD" total_charge=+1 orbital_gap_ev="7.329 / 6.777" homo_ha="-0.3707 / -0.3722" spin_multiplicity=2
Ru -0.1248 -0.3147 -0.0447 -0.23 1.26 -0.55
N -0.4124 0.3187 2.3694 -0.12 -0.83 -0.92
C 0.1776 1.6172 2.6887 0.06 0.45 -0.17
C -0.1734 2.6215 1.5833 0.03 -0.19 0.59
N 0.2580 2.1688 0.2656 -0.77 -0.96 -0.69
C 1.5649 2.6249 -0.1927 0.56 -0.25 0.00
C 2.6662 1.6124 0.1397 -0.13 0.44 0.05
N 2.3071 0.3065 -0.4053 -0.87 -0.78 0.05
H -0.1439 -0.3874 3.0510 -0.12 0.08 -0.16
H -1.4314 0.3904 2.3646 0.21 -0.14 0.02
H -0.1823 2.0120 3.6504 0.09 -0.09 -0.18
H 1.2593 1.4944 2.7638 -0.05 0.00 0.03
H -1.2619 2.7295 1.5663 0.09 0.04 -0.06
H 0.2641 3.5995 1.8312 -0.12 -0.13 -0.05
H -0.4449 2.4258 -0.4170 -0.04 0.05 0.01
H 1.5302 2.7295 -1.2815 -0.07 0.05 0.10
H 1.8236 3.6036 0.2374 -0.06 -0.15 -0.11
H 3.6195 1.9789 -0.2647 -0.12 -0.04 0.11
H 2.7757 1.5114 1.2200 0.05 0.01 -0.03
H 2.3117 0.3312 -1.4252 0.00 -0.13 0.18
H 2.9579 -0.4105 -0.0969 -0.11 0.05 -0.15
C -7.1870 -0.1003 -0.3433 -0.14 0.04 0.37
O -6.7189 -0.2549 -1.6607 0.30 0.00 -0.41
C -5.4005 -0.1445 -1.9050 0.25 -0.04 -0.23
C -5.0350 -0.2645 -3.2644 0.01 -0.08 -0.13
C -3.7209 -0.2041 -3.6218 -0.21 0.04 0.09
C -2.6834 0.0115 -2.6864 0.11 -0.15 0.91
C -1.3128 0.0804 -3.1056 -0.34 -0.07 -0.39
C -1.0132 0.0123 -4.5885 0.26 0.20 0.25
O -0.3270 0.2058 -2.3524 0.68 -0.64 1.13
C -3.0499 0.1638 -1.2978 -0.56 -0.39 -1.39
O -2.2215 0.4358 -0.3668 2.07 -0.46 1.86
C -4.4226 0.0537 -0.9582 -0.05 0.15 0.34
H -8.2687 -0.1829 -0.4083 0.02 0.02 0.07
H -6.9207 0.8816 0.0586 0.01 -0.07 0.01
H -6.8052 -0.8891 0.3117 0.03 0.06 -0.02
H -5.8176 -0.4143 -3.9910 -0.03 -0.04 -0.09
H -3.4671 -0.3253 -4.6609 -0.02 0.00 -0.17
H -1.5580 0.7874 -5.1189 -0.05 0.02 -0.16
H -1.2972 -0.9570 -4.9896 -0.10 -0.09 -0.06
H 0.0548 0.1490 -4.7375 0.00 0.02 0.01
H -4.6598 0.1574 0.0897 -0.04 0.00 0.07
N 0.0777 -2.3081 0.0341 -0.59 2.35 0.08
P 0.2809 -3.8488 -0.0573 -0.38 -0.73 -0.40
N 1.3226 -4.3891 1.1310 -0.32 0.44 -0.63
C 2.3386 -3.4043 1.5102 0.16 0.35 0.19
C 3.1694 -3.9129 2.6896 -0.17 -0.05 0.08
C 2.2941 -4.7250 3.6396 0.14 -0.01 -0.08
C 1.7675 -5.9822 2.9332 -0.02 0.09 -0.12
C 1.7089 -5.7569 1.4159 -0.05 -0.39 0.20
N -1.1854 -4.7021 0.1902 1.13 0.63 -0.24
C -2.3239 -3.9865 -0.3773 -0.41 0.19 -0.39
C -3.4975 -4.9309 -0.6544 0.18 0.03 -0.01
C -3.6344 -5.9682 0.4672 -0.07 0.11 0.11
C -2.9703 -5.4422 1.7343 0.05 -0.17 -0.21
C -1.4695 -5.3106 1.4890 0.07 -0.08 0.51
N 0.9012 -4.2449 -1.5693 0.03 0.46 0.90
C 0.3425 -3.6385 -2.7622 -0.45 0.26 -0.13
C -0.5605 -4.6244 -3.5049 0.24 0.06 -0.15
C 0.2173 -5.8914 -3.8544 -0.26 -0.06 0.18
C 0.8301 -6.4844 -2.5898 0.18 0.10 -0.19
C 1.6807 -5.4233 -1.8944 -0.01 -0.45 0.16
H 1.8055 -2.4839 1.7774 0.20 -0.13 0.01
H 2.9978 -3.1717 0.6621 0.02 0.02 -0.01
H 3.6106 -3.0630 3.2129 0.06 -0.01 -0.09
H 3.9873 -4.5386 2.3305 0.10 0.02 0.02
H 1.4586 -4.1021 3.9637 -0.03 0.01 0.07
H 2.8661 -5.0059 4.5238 -0.09 0.06 0.07
H 0.7804 -6.2328 3.3213 -0.02 -0.08 -0.03
H 2.4268 -6.8294 3.1252 -0.02 -0.06 0.03
H 0.9927 -6.4339 0.9518 0.11 -0.09 -0.05
H 2.7005 -5.9659 0.9925 -0.13 -0.05 -0.07
H -1.9991 -3.5009 -1.3001 -0.14 0.03 0.06
H -2.6421 -3.1787 0.2966 0.05 -0.01 -0.09
H -3.3587 -5.4368 -1.6109 0.00 0.04 -0.04
H -4.4033 -4.3276 -0.7339 -0.02 0.02 -0.04
H -3.1408 -6.8977 0.1779 -0.03 -0.07 0.00
H -4.6838 -6.1938 0.6534 0.00 -0.09 -0.04
H -3.1317 -6.1298 2.5651 0.04 0.07 0.06
H -3.4051 -4.4796 2.0067 -0.02 0.02 0.10
H -1.0352 -6.3157 1.4893 -0.04 0.04 0.14
H -0.9995 -4.7355 2.2950 -0.02 -0.10 0.04
H 1.1708 -3.3424 -3.4188 -0.01 0.05 0.01
H -0.1946 -2.7333 -2.4621 0.07 -0.05 -0.16
H -0.9515 -4.1591 -4.4110 -0.08 0.05 -0.01
H -1.4009 -4.8951 -2.8650 -0.12 0.04 0.00
H 1.0121 -5.6506 -4.5634 0.05 0.00 -0.09
H -0.4447 -6.6172 -4.3291 0.05 0.00 -0.08
H 1.4489 -7.3480 -2.8404 0.00 -0.04 0.07
H 0.0369 -6.8100 -1.9139 -0.03 -0.06 0.07
H 2.4861 -5.1125 -2.5739 0.02 -0.03 0.11
H 2.1324 -5.8291 -0.9945 0.11 0.03 -0.02



no.,E_tot (eV)
1,-62824.4002
2,-58318.6417